(1)
Here is the ion C5H14N3 with charge +1 from the Open Molecules 2025 dataset. Energies are from ωB97M-V/def2-TZVPD.

Summary:
E_HOMO in eV: -11.5
Total energy in eV: -9876.0816
Energy above the lowest of the compared OMol25 structures with the same formula, charge and spin in kJ/mol: 104.66
Max |F| in eV Å⁻¹: 1.85
Charge: +1
SMILES: C[C@H]([NH3+])C/C(N)=C/N
Gap between HOMO and LUMO in eV: 8.6

XYZ file:
```
22
Properties=species:S:1:pos:R:3:nbo_charge:R:1
C 0.46 -2.37 1.43 -0.642
C 0.45 -1.30 0.34 -0.053
C -0.40 -0.11 0.77 -0.439
C -0.58 0.95 -0.31 -0.026
C -1.79 1.43 -0.62 0.043
N -2.01 2.32 -1.65 -0.802
N 0.61 1.37 -1.01 -0.894
N 1.84 -0.78 0.14 -0.706
H 1.41 -2.93 1.47 0.219
H 0.41 -1.91 2.42 0.229
H -0.28 -3.15 1.34 0.258
H 0.07 -1.66 -0.61 0.228
H -1.37 -0.47 1.11 0.252
H 0.00 0.38 1.67 0.210
H -2.69 1.34 -0.02 0.217
H -2.85 2.85 -1.74 0.410
H -1.21 2.60 -2.20 0.382
H 0.79 2.37 -0.97 0.398
H 0.58 1.03 -1.97 0.382
H 1.78 0.16 -0.31 0.474
H 2.32 -0.69 1.05 0.427
H 2.45 -1.43 -0.35 0.432
```

=====

(2)
Here is a cluster of 2 separate species, C5H14N3 in total from the Open Molecules 2025 dataset. Energies are from ωB97M-V/def2-TZVPD.

Summary:
E_HOMO in eV: -12.6
Total energy in eV: -9874.8018
Energy above the lowest of the compared OMol25 structures with the same formula, charge and spin in kJ/mol: 228.15
Max |F| in eV Å⁻¹: 2.52
Charge: +1
Gap between HOMO and LUMO in eV: 8.6

XYZ file:
```
22
Properties=species:S:1:pos:R:3:nbo_charge:R:1
C 2.00 1.24 -2.10 -0.608
C 0.87 0.23 -2.02 -0.253
C 0.06 -1.63 -3.03 -0.038
N 0.87 -0.65 -3.13 -0.389
H 1.85 2.02 -1.36 0.185
H 2.97 0.73 -1.99 0.222
H 2.01 1.80 -3.06 0.232
H -0.09 0.80 -2.02 0.178
H 0.93 -0.33 -1.03 0.155
H -0.54 -1.78 -2.06 0.119
H 0.03 -2.42 -3.81 0.199
C -1.15 -1.40 3.28 -0.416
N -0.86 1.71 1.31 -0.721
C -0.52 0.67 2.08 0.398
N -1.43 -0.18 2.48 -0.486
H -2.02 -1.54 3.94 0.244
H -0.20 -1.24 3.80 0.231
H -1.09 -2.28 2.61 0.234
H -1.74 1.68 0.80 0.420
H -0.11 2.18 0.82 0.437
H 0.51 0.48 2.43 0.242
H -2.34 -0.08 2.07 0.415
```

=====

(3)
Here is a cluster of 3 separate species, C5H14N3 in total from the Open Molecules 2025 dataset. Energies are from ωB97M-V/def2-TZVPD.

Summary:
E_HOMO (alpha / beta) in eV: -10.0 / -13.5
<S²>: 2.010
Total energy in eV: -9868.0271
Energy above the lowest of the compared OMol25 structures with the same formula, charge and spin in kJ/mol: 371.11
Max |F| in eV Å⁻¹: 7.92
Charge: +1
Spin multiplicity: 3
Gap between HOMO and LUMO (alpha / beta) in eV: 7.1 / 6.9

XYZ file:
```
22
Properties=species:S:1:pos:R:3:nbo_charge:R:1
C -2.11 -0.54 -2.09 -0.363
C -1.79 -1.18 -0.97 -0.419
C -0.75 -0.90 2.21 -0.402
C -0.39 -0.07 1.31 0.185
C -1.14 1.71 0.00 -0.445
N 3.61 -0.45 0.42 -1.111
N -0.12 0.73 0.37 -0.162
N 1.03 0.67 -0.26 -0.350
H -1.39 -0.31 -2.83 0.185
H -3.07 -0.16 -2.39 0.204
H -2.46 -1.43 -0.22 0.214
H -0.68 -1.33 -0.95 0.189
H -0.84 -1.91 1.94 0.214
H -0.42 -0.68 3.27 0.243
H -1.29 1.82 -1.06 0.243
H -2.15 1.42 0.35 0.262
H -0.91 2.70 0.40 0.232
H 3.38 -1.16 1.10 0.400
H 4.18 0.35 0.72 0.397
H 4.22 -0.86 -0.35 0.404
H 1.15 1.31 -1.11 0.420
H 1.95 0.27 0.16 0.461
```

=====

(4)
Here is a structure of composition C5H14N3 from the Open Molecules 2025 dataset. Energies are from ωB97M-V/def2-TZVPD.

Summary:
E_HOMO (alpha / beta) in eV: -16.7 / -16.7
<S²>: 0.763
Total energy in eV: -9863.5862
Energy above the lowest of the compared OMol25 structures with the same formula, charge and spin in kJ/mol: 143.57
Max |F| in eV Å⁻¹: 2.41
Charge: +2
Spin multiplicity: 2
Gap between HOMO and LUMO (alpha / beta) in eV: 8.7 / 5.3

XYZ file:
```
22
Properties=species:S:1:pos:R:3:nbo_charge:R:1
C 1.00 -2.04 -2.52 -0.658
C 0.99 -0.63 -2.00 0.135
C 0.69 0.47 -2.69 -0.389
N 1.37 -0.48 -0.60 -0.781
H 0.34 -2.66 -1.91 0.218
H 1.99 -2.47 -2.37 0.246
H 0.73 -2.04 -3.57 0.270
H 0.67 1.44 -2.19 0.199
H 0.36 0.41 -3.71 0.255
H 2.00 -1.21 -0.28 0.433
H 1.83 0.41 -0.45 0.426
C -1.04 0.04 1.82 0.112
C -1.00 1.39 2.08 0.082
N -1.13 1.88 3.32 -0.536
N -0.99 -0.44 0.50 -0.761
H -0.99 -0.67 2.64 0.258
H -0.76 2.09 1.28 0.249
H -1.37 2.86 3.41 0.455
H -1.67 1.30 3.97 0.439
H -1.34 -1.39 0.35 0.467
H 0.19 -0.45 0.03 0.430
H -1.50 0.18 -0.14 0.452
```

=====

(5)
Here is a cluster of 2 separate species, C5H14N3O in total from the Open Molecules 2025 dataset. Energies are from ωB97M-V/def2-TZVPD.

Summary:
E_HOMO (alpha / beta) in eV: -13.1 / -12.6
Total energy in eV: -11917.7722
Energy above the lowest of the compared OMol25 structures with the same formula, charge and spin in kJ/mol: 640.16
Max |F| in eV Å⁻¹: 4.73
Charge: +1
Gap between HOMO and LUMO (alpha / beta) in eV: 8.8 / 8.6

XYZ file:
```
23
Properties=species:S:1:pos:R:3:nbo_charge:R:1
C -0.08 0.12 -0.04 0.717
C 1.99 1.25 0.39 -0.406
C 0.06 2.55 0.00 -0.415
C -0.70 -2.16 0.55 -0.414
C 1.30 -1.72 -0.74 -0.443
N -3.04 -0.03 0.00 -0.352
N 0.61 1.24 0.11 -0.382
N 0.25 -1.19 -0.03 -0.431
O -2.16 0.81 -0.50 -0.328
H 2.25 1.86 1.18 0.229
H 2.31 0.18 0.60 0.215
H 2.49 1.62 -0.45 0.221
H 0.89 3.24 -0.22 0.221
H -0.67 2.63 -0.81 0.249
H -0.38 2.95 0.87 0.232
H -1.55 -1.65 0.97 0.234
H -0.26 -2.94 1.25 0.242
H -1.12 -2.74 -0.30 0.211
H 1.94 -1.13 -1.34 0.239
H 0.87 -2.37 -1.50 0.222
H 2.02 -2.17 -0.15 0.222
H -3.52 0.29 0.75 0.356
H -3.51 -0.67 -0.60 0.362
```

=====

(6)
Here is a structure of composition C5H14N4 from the Open Molecules 2025 dataset. Energies are from ωB97M-V/def2-TZVPD.

Summary:
E_HOMO in eV: -7.5
Total energy in eV: -11366.5462
Energy above the lowest of the compared OMol25 structures with the same formula, charge and spin in kJ/mol: 566.15
Max |F| in eV Å⁻¹: 4.33
Gap between HOMO and LUMO in eV: 8.1

XYZ file:
```
23
Properties=species:S:1:pos:R:3:nbo_charge:R:1
C -0.88 -1.77 1.44 -0.691
N -0.43 0.28 -0.61 -0.140
C -0.88 -0.27 1.36 0.290
N -0.58 -0.69 -1.65 -0.681
N -1.24 1.40 -0.87 -0.655
N -1.82 0.42 1.87 -0.767
H -1.54 -1.01 -1.62 0.355
H -0.01 -1.50 -1.42 0.357
H -2.21 1.09 -0.92 0.364
H -0.95 1.79 -1.77 0.352
H -1.72 1.42 1.68 0.355
H -0.83 -2.05 2.49 0.246
H -1.79 -2.18 1.01 0.221
H -0.01 -2.19 0.94 0.199
C 2.02 -0.42 -0.51 -0.656
C 0.98 0.63 -0.16 0.091
C 1.40 1.94 -0.30 -0.441
H 0.42 0.24 1.23 0.108
H 1.76 -1.40 -0.10 0.207
H 2.98 -0.14 -0.07 0.235
H 2.16 -0.51 -1.59 0.232
H 2.45 2.17 -0.28 0.201
H 0.72 2.77 -0.14 0.218
```